# 1
{
  "formula": "C27H46BrCoNOP2",
  "method": "the ωB97M-V functional and the def2-TZVPD basis",
  "elements": ["C", "C", "H", "H", "C", "C", "H", "H", "C", "H", "C", "C", "P", "H", "H", "C", "C", "H", "C", "C", "H", "H", "C", "H", "H", "H", "Co", "H", "H", "H", "H", "C", "P", "O", "H", "H", "H", "C", "N", "H", "H", "C", "H", "C", "H", "C", "H", "C", "C", "C", "H", "C", "H", "H", "H", "Br", "H", "H", "C", "C", "H", "H", "C", "H", "H", "H", "H", "H", "H", "C", "H", "H", "H", "H", "C", "H", "H", "C", "H"],
  "positions_angstrom": [[-2.708774, -2.260858, -0.811463], [0.032367, 0.965451, 4.649991], [5.050903, -2.985388, -1.255330], [-1.505147, -2.102068, 2.165928], [-0.498896, -0.253547, 3.894556], [-3.475940, 1.986536, -1.162402], [-0.746000, 1.489362, 5.205947], [2.501997, -2.019681, 1.492612], [4.231376, 1.075331, 0.630213], [2.570394, -0.386314, 2.275222], [0.392082, 2.903200, 0.558364], [-3.760560, -1.614923, 0.095937], [-1.032349, -1.902346, -0.140330], [-1.784008, 2.757327, 0.602703], [-1.235019, -4.838560, 0.729061], [-4.466700, 2.625647, -2.016751], [5.616027, 1.607437, 0.260822], [4.699105, -2.176842, -2.792647], [-0.009654, -2.366761, -2.729313], [-0.848769, 2.450033, 0.066387], [-5.186899, 4.190803, -0.649849], [0.071387, -1.330056, -3.071201], [0.281440, -2.538470, -1.242396], [-4.634458, -2.280416, 0.093185], [0.251454, -0.706554, 3.227311], [2.418048, 2.119442, -2.057216], [-1.153233, 0.296256, -0.484156], [0.161170, 1.354049, -3.047323], [0.497169, 1.659094, 3.925521], [-2.053039, 0.811027, 3.360164], [4.822641, -2.422689, 2.760829], [-5.305463, 3.048922, -4.298695], [4.321180, -0.745442, 0.662652], [-1.657491, -0.033520, 3.082811], [-2.477206, -4.347110, 1.878960], [5.927518, -1.503115, -1.711215], [-4.095597, -0.630311, -0.223336], [0.269610, 1.744658, -2.023646], [-5.859904, 4.234521, -3.960103], [2.908016, -1.733824, -0.992463], [-1.025565, -2.705020, -2.963248], [-4.655612, 2.224653, -3.371379], [4.333901, -1.103721, 3.823242], [-5.838434, 4.568796, -2.653083], [3.906894, 1.409878, 1.627443], [-5.205035, 3.795283, -1.660758], [3.447078, 1.262411, -0.120424], [-0.928219, 2.075969, -1.312494], [3.156738, -1.265309, 1.961776], [-2.250904, 1.462258, -1.645126], [3.331870, -2.552672, 3.715061], [3.850599, -1.171637, -1.058665], [-0.758195, -1.058352, 4.598445], [-3.716913, 2.048330, -0.083884], [3.696926, -0.222213, -1.599615], [3.064903, 3.818091, 0.347908], [-5.383416, 2.828591, -5.377261], [-0.875999, -4.759061, 2.435068], [1.533530, 2.842777, -0.240141], [3.953962, -1.866403, 3.135108], [-2.727707, -3.359897, -0.812813], [-3.402832, -1.508229, 1.132850], [1.493868, 2.185692, -1.497860], [5.677592, 2.692739, 0.392682], [6.338894, 1.132521, 0.941733], [-4.239140, 1.299029, -3.786432], [1.171735, -1.949869, -0.979816], [0.459862, 3.358246, 1.513627], [0.764218, 0.631895, 5.387355], [4.949697, -2.006988, -1.741122], [5.873784, 1.374012, -0.781831], [0.501222, -3.591521, -0.998885], [0.113776, -2.730549, 1.853705], [-2.329858, 1.063927, -2.644484], [-0.940933, -2.768041, 1.489340], [0.713760, -2.938580, -3.325188], [-6.314112, 5.539076, -2.408736], [-1.409282, -4.236881, 1.627362], [-2.861453, -1.959531, -1.868793]],
  "forces_ev_per_angstrom": [[0.5, -0.6, -0.5], [0.1, -0.2, -0.9], [0.0, 0.2, -0.1], [0.3, -0.4, -0.2], [-0.2, -0.8, 0.4], [-0.1, 0.3, 0.6], [-0.1, -0.1, -0.1], [0.1, 0.2, 0.3], [0.7, -0.6, 0.5], [0.1, -0.3, -0.3], [-0.2, -0.5, -1.0], [-0.3, -0.8, 0.5], [0.0, 0.1, 0.1], [1.1, -0.6, -0.4], [0.0, 0.2, 0.0], [-1.4, -0.1, -1.8], [0.2, 0.2, 0.1], [0.0, 0.0, 0.2], [-0.1, -0.1, -0.3], [0.4, 1.8, 0.0], [0.1, -0.1, 0.0], [-0.1, 0.0, 0.2], [0.2, -0.6, 0.2], [0.1, 0.4, 0.2], [0.1, 0.4, 0.1], [-0.1, -0.1, -0.2], [0.8, -0.3, 1.1], [0.3, 0.1, 0.6], [-0.1, -0.1, 0.5], [0.1, -0.5, -0.1], [-0.2, 0.0, 0.2], [-0.3, 0.7, 0.5], [-1.6, 1.4, -0.5], [0.0, 1.0, 0.0], [0.3, 0.3, -0.2], [-0.3, -0.1, 0.0], [0.2, 0.0, -0.3], [-0.2, 0.8, 0.1], [0.3, -0.5, 1.0], [0.4, 0.2, -0.1], [0.3, -0.1, -0.1], [0.4, 0.2, -0.6], [-0.1, 0.0, -0.2], [0.2, -0.3, -0.5], [0.1, 0.0, -0.4], [0.6, -0.2, -0.1], [0.3, 0.0, 0.4], [-0.7, -1.9, 1.5], [0.1, -0.7, -0.1], [-1.3, 1.6, -1.4], [0.1, 0.1, -0.1], [0.6, -0.6, 0.0], [0.1, 0.2, 0.1], [0.7, 0.5, -0.5], [0.0, -0.3, 0.3], [-0.6, 0.2, -0.3], [0.2, -0.3, 0.8], [0.0, 0.4, -0.2], [-0.6, -0.2, -0.4], [0.1, -0.2, 0.3], [-0.6, 0.1, 0.0], [-0.2, -0.1, -0.3], [-0.4, 0.5, 0.5], [0.0, -0.3, -0.1], [0.0, 0.3, -0.4], [0.0, 0.3, 0.4], [-0.3, -0.3, 0.1], [0.0, 0.4, 0.8], [0.1, 0.1, -0.1], [0.1, -0.2, -0.2], [0.0, 0.0, 0.3], [-0.1, 0.3, -0.2], [-0.6, 0.3, -0.5], [0.1, 0.4, -0.6], [0.2, -0.1, 0.6], [-0.3, 0.1, 0.1], [0.3, -0.8, 0.0], [-0.3, -0.3, -0.1], [0.4, 0.0, 0.6]],
  "homo_energy_ev": [-13.00, -13.42],
  "spin_multiplicity": 4,
  "orbital_gap_ev": [6.4, 4.6],
  "e_lumo_ev": [-6.6, -8.8],
  "fmax_ev_per_a": 2.5,
  "charge": 2,
  "s2": 3.97
}

---

# 2
{
  "formula": "C27H46BrN3OP2Sr",
  "method": "the ωB97M-V functional and the def2-TZVPD basis",
  "elements": ["H", "C", "C", "H", "H", "H", "C", "H", "C", "H", "H", "H", "C", "C", "H", "C", "H", "C", "H", "H", "C", "C", "H", "H", "C", "C", "C", "H", "H", "Br", "H", "C", "N", "H", "H", "Sr", "H", "H", "H", "H", "H", "H", "C", "H", "H", "C", "H", "C", "C", "N", "H", "C", "H", "P", "H", "H", "H", "H", "C", "C", "C", "H", "H", "C", "P", "H", "C", "H", "C", "C", "H", "O", "H", "H", "H", "H", "H", "H", "H", "C", "N"],
  "positions_angstrom": [[-4.195164, -0.009790, 3.381502], [7.162336, 4.059983, 0.101924], [1.555140, -1.281923, 5.031863], [0.860584, -0.949541, 5.813574], [-1.647080, -0.661244, 2.689989], [-2.060866, 0.311856, -1.258386], [-3.710355, -3.826925, -1.630166], [8.987400, 5.178860, 0.466625], [1.119238, -3.004876, 3.291454], [0.993244, 0.800652, 2.224219], [-0.254561, -4.417393, 3.801283], [0.434690, -5.162538, -4.074359], [-0.752092, 2.563148, 3.281676], [7.980946, 5.202398, 0.037257], [0.040052, -4.220029, 2.094021], [2.644335, 2.033753, -0.533011], [-3.122160, -1.539153, -2.933123], [5.832748, 4.133621, -0.380443], [-0.784553, -3.053367, -3.131336], [-5.369559, -1.878779, -3.886678], [-3.199194, -2.149363, -3.842794], [4.976560, 2.962688, -0.268499], [0.214628, 3.085583, 3.305725], [-4.501316, -5.027121, -0.021148], [1.606870, 1.808536, -1.471778], [-2.609024, 2.419427, -1.147140], [-1.192144, -4.070774, -3.157245], [6.109929, 7.373227, -1.524107], [-0.567173, -4.282329, -5.240935], [-0.555162, -2.037742, -0.163040], [0.747501, -3.218352, 5.245016], [3.761885, 2.882192, -0.881675], [7.593338, 6.332309, -0.557149], [1.491207, -0.571592, 4.208085], [7.586046, 3.133622, 0.505167], [2.166974, -1.480685, 0.188527], [-4.700102, -2.629096, -5.348852], [-2.899083, -3.414436, -1.013767], [-1.664854, 2.735255, -1.601971], [-4.480386, -0.897072, -5.050213], [-2.884527, 1.048354, 3.965001], [3.354951, 1.403129, 1.449722], [-4.219134, -5.160441, -1.073466], [5.463041, 2.123638, 0.233411], [-1.178946, -5.780961, -4.506111], [6.358771, 6.420843, -1.049260], [-3.457132, -5.946691, -1.123097], [0.163564, 0.853365, 0.231972], [2.517473, 1.374005, 0.730803], [0.327896, -4.075835, 3.053351], [-1.389154, 3.066856, 4.023164], [-2.523652, 1.021945, -0.563603], [-2.953609, -0.812363, 1.508303], [-3.012353, -3.905486, -3.331956], [-2.346023, -1.926877, -4.497855], [-2.871671, 3.148171, -0.376611], [-3.374272, 2.462874, -1.926632], [-0.272172, 0.804762, -1.884316], [-2.392103, -0.083884, 2.117844], [-0.593637, -4.873321, -4.318406], [-1.425859, 2.603250, 1.900142], [-4.535195, -3.099313, -1.683047], [-5.103845, -5.511730, -1.618923], [-4.515800, -1.880708, -4.571598], [-1.494532, 1.026647, 0.953570], [-0.568782, 1.547839, 3.658638], [1.245213, 0.944469, 1.155613], [-0.990505, -4.556146, -2.192800], [0.469448, 1.094486, -1.127326], [-3.384531, 0.665274, 3.056102], [-2.449732, 2.983263, 2.031811], [1.764274, -2.461558, 2.320983], [-3.858068, 1.523829, 2.544193], [-0.925609, 3.343632, 1.261630], [4.427515, 5.566954, -1.336219], [3.650116, 3.483607, -1.796245], [2.561900, -1.241014, 5.453519], [-3.513106, 0.592376, -0.348509], [1.675052, 2.228937, -2.487902], [5.431716, 5.372276, -0.964834], [1.222194, -2.621441, 4.578858]],
  "forces_ev_per_angstrom": [[0.5, 0.2, -0.3], [-0.2, 0.5, -0.2], [0.4, 0.3, 0.3], [0.1, -0.3, -0.2], [-0.3, 0.1, -0.1], [0.0, 0.0, 0.3], [0.4, 0.2, 0.1], [-0.3, 0.1, -0.2], [0.6, 0.0, -1.2], [0.7, -0.1, -0.7], [-0.1, -0.1, -0.3], [-0.1, 0.0, -0.2], [0.3, -0.1, 0.5], [-0.5, -0.4, -0.3], [0.1, -0.2, 0.2], [0.2, -1.3, 0.2], [0.1, 0.2, -0.1], [1.1, 0.9, -0.6], [0.2, -0.2, 0.2], [0.1, -0.1, -0.1], [0.1, 0.0, 0.1], [-0.4, 0.1, -0.7], [-0.3, -0.2, -0.2], [0.0, -0.2, -0.2], [-0.1, -0.2, -0.1], [-0.2, 0.4, -0.4], [0.0, 0.2, 0.2], [-0.1, -0.3, 0.1], [-0.1, -0.1, 0.1], [-0.2, -0.5, -0.1], [0.1, 0.2, -0.1], [0.9, 0.0, -0.2], [0.3, -0.1, 0.4], [0.0, -0.1, -0.1], [-0.3, 0.3, 0.0], [-0.3, -0.6, 0.2], [0.0, 0.1, 0.2], [-0.4, 0.0, 0.2], [-0.1, 0.0, 0.1], [-0.1, -0.1, 0.0], [-0.3, -0.2, -0.5], [-0.6, 0.2, -0.3], [0.0, 0.1, 0.1], [-0.7, 0.2, 0.6], [0.2, 0.2, 0.0], [-0.2, -0.7, 0.1], [-0.1, 0.1, 0.0], [1.8, 0.3, 1.6], [0.0, 0.8, 0.1], [0.3, 0.5, -0.1], [0.2, -0.2, -0.3], [-0.2, 0.2, 0.3], [0.5, 0.3, 0.1], [-1.0, -0.8, -0.9], [-0.2, 0.1, 0.1], [-0.1, 0.0, -0.2], [0.1, 0.0, 0.1], [0.4, 0.5, 0.2], [0.3, -0.8, 0.3], [0.1, 0.0, 0.2], [0.0, 0.7, -0.7], [0.2, -0.1, 0.1], [0.3, 0.1, 0.1], [0.0, 0.2, -0.1], [-1.3, -0.3, -0.5], [-0.1, 0.2, -0.1], [-0.8, 0.7, -0.2], [0.1, 0.1, -0.2], [-1.0, 0.3, 0.0], [0.1, 0.3, 0.0], [0.2, -0.3, -0.3], [-0.7, 0.0, 1.4], [0.1, -0.5, 0.3], [-0.1, -0.2, 0.1], [0.1, -0.3, 0.1], [-0.4, 0.2, 0.8], [-0.1, 0.0, -0.1], [0.3, 0.3, 0.2], [0.2, -0.4, 0.5], [0.5, -0.1, 0.3], [-0.4, 0.0, -0.2]],
  "homo_energy_ev": -11.38,
  "spin_multiplicity": 1,
  "orbital_gap_ev": 4.9,
  "e_lumo_ev": -6.5,
  "fmax_ev_per_a": 2.4,
  "charge": 2
}